Formula: C20H21N3O3
Source: the OMol25 dataset
Level of theory: wB97M-V/def2-TZVPD

Bonds (Å) are listed after each position.
Atoms and positions in Å:
1 O -0.28689 -1.25056 1.90586  C13 1.365, H29 0.992
2 O 0.77242 -2.27641 0.12078  C13 1.213
3 O 0.61027 2.54123 -1.07581  C8 1.252
4 N -1.99052 -1.48369 -1.30419  C9 1.432, C15 1.369, H35 0.971
5 N 0.23337 1.06767 0.57874  C8 1.282, C10 1.395, H43 0.920
6 N -1.20124 4.34322 0.10490  C11 1.492, H37 1.069, H45 1.036
7 C -3.65282 -0.24116 -0.31198  C9 1.413, C24 1.371, C26 1.455
8 C -0.05236 2.11520 -0.10298  O3 1.252, N5 1.282, C11 1.539
9 C -3.27601 -1.55346 -0.67603  N4 1.432, C7 1.413, C18 1.350
10 C 1.20596 0.07312 0.46777  N5 1.395, C13 1.580, C17 1.621, H38 1.087
11 C -1.30599 2.87768 0.36289  N6 1.492, C8 1.539, C16 1.629, H39 1.068
12 C 3.90244 -1.47270 -0.44700  C19 1.408, C21 1.417, H42 1.151
13 C 0.50124 -1.30332 0.79287  O1 1.365, O2 1.213, C10 1.580
14 C -5.62815 -1.08073 0.58756  C20 1.458, C24 1.394, H32 1.113
15 C -1.66168 -0.16220 -1.44054  N4 1.369, C26 1.387, H44 1.015
16 C -2.44513 2.21920 -0.59684  C11 1.629, C26 1.605, H30 1.111, H46 1.141
17 C 2.59479 0.15326 1.29933  C10 1.621, C21 1.597, H27 1.109, H36 1.098
18 C -3.99572 -2.63650 -0.31358  C9 1.350, C20 1.312, H28 1.121
19 C 5.09935 -1.80176 -1.11128  C12 1.408, C22 1.333, H47 1.134
20 C -5.13741 -2.42287 0.29691  C14 1.458, C18 1.312, H34 1.082
21 C 3.82459 -0.34929 0.41369  C12 1.417, C17 1.597, C25 1.397
22 C 6.17522 -1.04420 -0.89493  C19 1.333, C23 1.396, H31 1.052
23 C 6.23061 0.02150 0.00553  C22 1.396, C25 1.386, H33 1.072
24 C -4.85745 0.03947 0.27922  C7 1.371, C14 1.394, H41 1.028
25 C 5.01545 0.36340 0.57722  C21 1.397, C23 1.386, H40 1.034
26 C -2.61012 0.63796 -0.82030  C7 1.455, C15 1.387, C16 1.605
27 H 2.84949 1.19906 1.56749  C17 1.109
28 H -3.48834 -3.59169 -0.60651  C18 1.121
29 H -0.21607 -2.20366 2.17344  O1 0.992
30 H -2.24878 2.71477 -1.57153  C16 1.111
31 H 7.15959 -1.29171 -1.17305  C22 1.052
32 H -6.70575 -1.09834 0.86405  C14 1.113
33 H 7.13810 0.56646 0.17722  C23 1.072
34 H -5.69494 -3.27962 0.65141  C20 1.082
35 H -1.24399 -2.09102 -1.43324  N4 0.971
36 H 2.39312 -0.58488 2.08729  C17 1.098
37 H -0.88443 4.25194 -0.91250  N6 1.069
38 H 1.46868 -0.02990 -0.58242  C10 1.087
39 H -1.47410 2.49310 1.34480  C11 1.068
40 H 5.17860 1.23665 1.10608  C25 1.034
41 H -5.22645 0.97144 0.50866  C24 1.028
42 H 2.98333 -2.15446 -0.57471  C12 1.151
43 H -0.42962 0.79759 1.15692  N5 0.920
44 H -0.87936 -0.10719 -2.08430  C15 1.015
45 H -0.45449 4.82445 0.63695  N6 1.036
46 H -3.41142 2.71408 -0.24498  C16 1.141
47 H 5.12262 -2.71113 -1.78888  C19 1.134

As for the structure (SMILES): N[C@@H](Cc1c[nH]c2ccccc12)C(=O)N[C@@H](Cc1ccccc1)C(=O)O. For the HOMO energy, the calculation gives -8.013 eV. Its total energy is -1164.6315 Ha.